ORCA calculation (the ωB97M-V functional and the def2-TZVPD basis) on a 5-piece molecular cluster, C40H82N6O8 overall.

As for the net charge: 0. The highest occupied orbital energy is -8.601 eV. For the molar mass, the calculation gives 775.13 g/mol.

Each line ends with the Mulliken charge.
Geometry (Å):
C  0.523  2.781  7.638  -0.937
C  -0.047  1.439  8.144  -0.792
C  -1.077  0.820  7.211  -0.727
C  -0.463  -0.013  6.076  -0.879
C  -0.974  0.311  4.650  -0.619
C  0.153  0.736  3.695  1.614
C  0.324  2.239  3.707  -0.157
C  1.597  2.714  3.020  -0.337
C  1.722  4.192  2.809  0.348
C  0.830  5.120  3.385  -0.282
N  0.910  6.410  3.226  -0.668
C  1.934  6.829  2.431  0.135
C  2.120  8.207  2.201  -0.424
C  3.131  8.650  1.395  -0.413
C  3.995  7.733  0.765  -0.690
C  3.834  6.394  0.981  -0.264
C  2.811  5.923  1.826  0.191
N  2.696  4.581  2.036  -0.417
H  0.671  3.473  8.455  0.413
H  -0.165  3.225  6.931  0.181
H  1.494  2.632  7.176  0.221
H  0.772  0.743  8.296  0.390
H  -0.476  1.614  9.124  0.405
H  -1.753  1.587  6.845  0.406
H  -1.689  0.157  7.818  0.367
H  0.609  0.164  6.076  0.441
H  -0.619  -1.070  6.260  0.465
H  -1.562  -0.494  4.225  -0.145
H  -1.635  1.168  4.740  0.352
H  -0.144  0.428  2.694  -1.972
H  1.078  0.223  3.936  1.011
H  0.368  2.567  4.741  -0.247
H  -0.539  2.715  3.251  0.624
H  2.440  2.443  3.656  0.308
H  1.771  2.209  2.076  0.148
H  0.024  4.752  3.995  0.586
H  1.451  8.902  2.680  0.454
H  3.255  9.711  1.250  0.399
H  4.767  8.109  0.118  0.422
H  4.481  5.669  0.517  0.438
C  -2.505  -2.661  2.088  -0.496
O  -1.974  -2.895  3.383  0.172
C  -2.850  -3.600  4.254  -0.998
C  -2.312  -4.981  4.557  -0.268
N  -2.369  -5.838  3.380  -0.297
C  -1.670  -7.112  3.522  -0.700
C  -0.158  -7.082  3.721  -0.487
O  0.567  -6.614  2.599  -0.449
C  0.727  -5.210  2.514  -0.560
H  -1.822  -1.997  1.562  -0.209
H  -2.599  -3.588  1.513  0.438
H  -3.484  -2.176  2.147  0.553
H  -3.860  -3.653  3.838  0.424
H  -2.903  -3.034  5.190  0.331
H  -2.912  -5.433  5.353  0.436
H  -1.287  -4.859  4.933  0.189
H  -1.974  -5.339  2.594  0.068
H  -1.871  -7.691  2.617  0.379
H  -2.119  -7.662  4.355  0.409
H  0.168  -8.114  3.873  0.350
H  0.134  -6.528  4.621  0.333
H  0.784  -4.747  3.502  0.289
H  -0.078  -4.744  1.940  0.148
H  1.662  -5.018  1.986  0.358
C  1.974  3.719  -1.085  -0.718
O  3.207  4.002  -1.718  -0.308
C  3.786  2.872  -2.354  -0.502
C  3.657  2.977  -3.856  -0.604
N  2.254  2.845  -4.216  0.121
C  1.934  3.118  -5.614  -0.747
C  2.150  4.535  -6.134  -0.572
O  1.285  5.500  -5.566  -0.436
C  1.719  6.070  -4.344  -0.479
H  1.701  4.592  -0.495  0.261
H  1.183  3.535  -1.822  0.266
H  2.059  2.858  -0.417  0.367
H  3.318  1.948  -2.002  0.115
H  4.845  2.840  -2.079  0.449
H  4.229  2.169  -4.323  0.394
H  4.091  3.933  -4.178  0.275
H  1.711  3.470  -3.634  -0.233
H  0.876  2.877  -5.754  0.307
H  2.502  2.424  -6.241  0.500
H  1.921  4.526  -7.203  0.373
H  3.194  4.858  -6.043  0.369
H  2.809  6.133  -4.290  0.270
H  1.345  5.513  -3.481  0.154
H  1.309  7.078  -4.288  0.318
C  1.160  -1.649  -2.510  -0.725
O  1.046  -0.298  -2.107  -0.222
C  -0.052  0.386  -2.703  0.253
C  -1.099  0.718  -1.661  -0.064
N  -1.775  -0.479  -1.174  0.078
C  -2.627  -0.259  -0.007  -1.355
C  -1.967  0.191  1.294  -0.224
O  -1.121  -0.776  1.892  -0.606
C  0.222  -0.787  1.438  -1.319
H  2.100  -2.034  -2.118  0.317
H  0.341  -2.259  -2.110  0.198
H  1.170  -1.736  -3.600  0.275
H  -0.479  -0.191  -3.529  -0.238
H  0.342  1.322  -3.110  0.020
H  -1.841  1.391  -2.101  0.410
H  -0.590  1.257  -0.849  -0.133
H  -1.078  -1.174  -0.938  -0.026
H  -3.143  -1.201  0.196  0.373
H  -3.397  0.471  -0.275  0.549
H  -2.769  0.366  2.017  0.184
H  -1.436  1.144  1.186  0.501
H  0.561  0.211  1.150  0.213
H  0.361  -1.474  0.600  0.411
H  0.844  -1.142  2.262  0.411
C  -1.890  -1.404  -6.385  -0.908
O  -1.567  -2.187  -5.252  -0.240
C  -2.703  -2.679  -4.544  -0.610
C  -2.812  -4.182  -4.678  -0.256
N  -3.171  -4.571  -6.036  -0.305
C  -3.084  -6.005  -6.301  -0.686
C  -1.713  -6.669  -6.219  -0.472
O  -0.806  -6.257  -7.224  -0.433
C  -0.061  -5.089  -6.935  -0.504
H  -0.964  -0.965  -6.752  0.259
H  -2.330  -2.006  -7.187  0.371
H  -2.580  -0.596  -6.124  0.355
H  -3.621  -2.186  -4.876  0.463
H  -2.553  -2.432  -3.489  0.164
H  -3.581  -4.546  -3.991  0.385
H  -1.849  -4.610  -4.366  0.153
H  -2.566  -4.086  -6.685  0.090
H  -3.468  -6.168  -7.311  0.366
H  -3.763  -6.524  -5.617  0.398
H  -1.864  -7.740  -6.379  0.352
H  -1.257  -6.565  -5.228  0.339
H  0.140  -4.989  -5.865  0.266
H  -0.565  -4.187  -7.295  0.137
H  0.890  -5.167  -7.462  0.334